Entry 1:
C19H28MgO | ωB97M-V with the def2-TZVPD basis set

highest occupied orbital energy: -8.564 eV
calculated total energy: -1016.17787 Ha
energy above the lowest of the compared OMol25 structures with the same formula, charge and spin: 1.1 kJ/mol

Structure (ORCA input):
```
! RIJCOSX wB97M-V def2-TZVPD def2/J DEFGRID3
* xyz 0 1
Mg 0.0860 0.1118 -1.1611
C -2.7989 -1.1919 4.2398
C -2.8282 -0.7788 2.7653
C -3.9922 0.1736 2.4980
C -1.4860 -0.2106 2.3585
C -1.1592 1.1248 2.5514
C 0.0892 1.6180 2.1999
C 1.0702 0.7905 1.6626
C 2.4483 1.3025 1.3439
C 0.7458 -0.5572 1.4672
C -0.5128 -1.0399 1.8040
H -3.7468 -1.6459 4.5326
H -2.6290 -0.3186 4.8730
H -1.9993 -1.9071 4.4336
H -2.9857 -1.6830 2.1677
H -3.9445 1.0477 3.1499
H -4.9395 -0.3285 2.6981
H -4.0023 0.5208 1.4644
H -1.8893 1.8055 2.9726
H 0.3121 2.6666 2.3600
H 2.7098 1.0688 0.3103
H 3.1889 0.8180 1.9827
H 2.5125 2.3779 1.5054
H 1.4979 -1.2213 1.0591
H -0.7400 -2.0880 1.6399
C -1.8367 -0.6228 -2.3462
C -2.2213 -0.2164 -1.0475
C -1.9542 1.1766 -0.9301
C -1.4058 1.6170 -2.1611
C -1.3309 0.5049 -3.0303
H -1.9250 -1.6210 -2.7488
H -2.6598 -0.8483 -0.2924
H -2.1566 1.7922 -0.0681
H -1.1167 2.6298 -2.3993
H -0.9570 0.5162 -4.0430
C 4.1135 -0.8895 -1.8021
C 2.7700 -0.4706 -2.3979
C 2.2575 -1.5680 -3.3353
C 2.9384 0.8342 -3.1821
O 1.8642 -0.2768 -1.3485
H 4.8620 -1.0600 -2.5783
H 3.9889 -1.8082 -1.2272
H 4.4791 -0.1101 -1.1315
H 2.9526 -1.7586 -4.1556
H 1.2948 -1.2736 -3.7610
H 2.1167 -2.4943 -2.7751
H 3.6582 0.7278 -3.9966
H 3.2830 1.6250 -2.5130
H 1.9786 1.1390 -3.6077
*
```

---

Entry 2:
C19H28N2O2 | ωB97M-V with the def2-TZVPD basis set

highest occupied orbital energy: -8.461 eV
calculated total energy: -1000.07425 Ha
SMILES: CCC(CC)C(=O)Nc1cccc(C(=O)N2CCCCCC2)c1
energy above the lowest of the compared OMol25 structures with the same formula, charge and spin: 2034.2 kJ/mol

Structure (ORCA input):
```
! RIJCOSX wB97M-V def2-TZVPD def2/J DEFGRID3
* xyz 0 1
C 4.1236 1.1716 -1.8565
H 3.1459 1.2720 -1.8916
C 4.6971 0.0989 -1.0999
H 4.2597 -0.9611 -1.5557
H 5.6543 -0.1936 -1.1996
C 3.9501 -0.0206 0.4231
C 2.3959 -0.2083 0.5034
O 1.7016 0.8762 0.2931
N 2.0378 -1.3538 0.0822
C 0.8336 -1.9343 0.0357
C -0.3944 -0.9273 0.3345
C -1.7046 -1.5808 0.0535
C -1.7196 -3.1795 -0.3615
C -0.5938 -3.6706 -0.4721
C 0.6357 -3.2279 -0.4950
H 1.4523 -3.8433 -0.4445
H -0.6830 -4.9487 -0.7708
H -2.7653 -3.4770 -0.2697
C -2.7039 -0.7673 0.4771
O -3.4497 -1.0885 1.6804
N -3.2153 0.1291 -0.3736
C -2.6641 0.5070 -1.3990
H -1.6196 -0.0377 -1.5498
C -2.3174 1.9531 -1.6005
H -3.1370 2.5707 -2.4284
H -1.3831 1.9923 -2.5370
C -1.8068 2.4596 -0.5108
C -2.9607 3.3414 0.2714
C -3.8741 2.0686 1.1497
H -3.1472 1.6214 1.8954
C -4.2656 1.0837 0.0792
H -4.8105 1.3377 -0.8837
H -4.9424 0.3821 0.7096
H -4.6834 2.4400 1.4923
H -2.6548 3.8243 1.0464
H -3.6234 3.9315 -0.3296
H -1.1708 2.0019 -0.0615
H -1.2007 3.5147 -0.5389
H -3.2169 0.0970 -2.3474
H -0.3385 0.0184 0.7478
H 2.9025 -2.1461 0.2337
C 4.2318 1.4259 1.3576
C 5.7747 1.5237 1.2830
H 6.2871 1.6018 0.3129
H 5.9642 2.4916 1.8112
H 6.5009 0.6336 1.6969
H 3.9939 2.0929 0.6561
H 4.0587 1.1494 2.1536
H 4.4528 -0.6934 0.8165
H 4.2215 1.0630 -2.9284
H 4.5540 2.1529 -1.6688
*
```

---

Entry 3:
C19H28N2O3S2 | ωB97M-V with the def2-TZVPD basis set

highest occupied orbital energy: -8.759 eV
calculated total energy: -1872.37850 Ha
SMILES: CSC1(C(=O)N2C[C@H]3CSC[C@@]3(C)C2)CN(C(=O)[C@@H]2CC3(CC3)CO2)C1
energy above the lowest of the compared OMol25 structures with the same formula, charge and spin: 120.1 kJ/mol

Structure (ORCA input):
```
! RIJCOSX wB97M-V def2-TZVPD def2/J DEFGRID3
* xyz 0 1
C -0.1976 1.4636 -0.3873
S 0.1127 -0.2780 -0.0307
C 1.9121 -0.3319 -0.2457
C 2.3152 0.3219 -1.5580
O 2.7867 1.4481 -1.5571
N 2.0910 -0.3534 -2.7061
C 1.5035 -1.6716 -2.8887
C 0.6674 -1.4928 -4.1518
C -0.7168 -0.8697 -3.8721
S -0.7648 0.7923 -4.6102
C 0.5308 0.3553 -5.7911
C 1.5125 -0.5241 -5.0190
C 2.4473 -1.2775 -5.9604
C 2.3093 0.3075 -3.9892
C 2.7150 0.1797 0.9742
N 3.0080 -1.2169 1.3228
C 4.1624 -1.5915 1.9569
O 4.8200 -0.7968 2.5900
C 4.5278 -3.0787 1.8490
C 3.3152 -4.0379 1.9696
C 3.6878 -4.8792 3.1795
C 2.7219 -5.7640 3.8927
C 3.8454 -6.3656 3.0827
C 4.7191 -4.0438 3.8971
O 5.4593 -3.4484 2.8396
C 2.4447 -1.7517 0.0782
H -1.2431 1.6442 -0.1441
H 0.4301 2.1007 0.2331
H -0.0271 1.6900 -1.4388
H 2.2838 -2.4263 -3.0421
H 0.9007 -1.9631 -2.0317
H 0.5385 -2.4465 -4.6662
H -1.5063 -1.4836 -4.3036
H -0.9071 -0.7707 -2.8037
H 0.1091 -0.1890 -6.6387
H 0.9968 1.2673 -6.1652
H 3.0701 -0.5831 -6.5274
H 3.1148 -1.9380 -5.4024
H 1.8817 -1.8854 -6.6690
H 1.9559 1.3358 -3.9185
H 3.3742 0.3361 -4.2360
H 3.6054 0.7463 0.7042
H 2.1414 0.7173 1.7267
H 5.0288 -3.1978 0.8818
H 2.3956 -3.4834 2.1598
H 3.1780 -4.6420 1.0730
H 2.7889 -5.8228 4.9714
H 1.7163 -5.8392 3.5005
H 3.5904 -6.8418 2.1449
H 4.6657 -6.8257 3.6176
H 4.2468 -3.2669 4.5128
H 5.4075 -4.6201 4.5132
H 1.6807 -2.5197 0.2138
H 3.1953 -2.1103 -0.6330
*
```

---

Entry 4:
C19H28N6O3 | ωB97M-V with the def2-TZVPD basis set

highest occupied orbital energy: -7.922 eV
calculated total energy: -1295.00458 Ha
SMILES: COc1ccc(CCN(C)[C@H]2CCCN(C(=O)Cn3cnnn3)C2)cc1OC
energy above the lowest of the compared OMol25 structures with the same formula, charge and spin: 228.3 kJ/mol

Structure (ORCA input):
```
! RIJCOSX wB97M-V def2-TZVPD def2/J DEFGRID3
* xyz 0 1
C -4.0950 -3.7458 2.1532
H -4.1328 -2.6701 2.3579
H -4.7811 -3.9819 1.3327
H -4.4007 -4.2912 3.0448
O -2.7871 -4.1759 1.8760
C -2.1544 -3.6540 0.7853
C -2.6876 -2.7117 -0.0758
C -1.9529 -2.2436 -1.1572
C -0.6762 -2.7110 -1.3971
C -0.1341 -3.6618 -0.5343
C -0.8503 -4.1406 0.5472
O -0.3989 -5.0697 1.4395
C 0.8755 -5.6226 1.2388
H 1.6624 -4.8623 1.3004
H 0.9464 -6.1383 0.2749
H 1.0129 -6.3443 2.0425
H 0.8635 -4.0259 -0.7280
C 0.1516 -2.1523 -2.5163
H 0.8495 -2.9041 -2.8894
H -0.4938 -1.8417 -3.3373
C 0.9591 -0.9391 -2.0169
N 0.0748 0.1318 -1.6025
C -0.2690 1.0211 -2.6902
H 0.5785 1.6193 -3.0545
H -1.0558 1.7037 -2.3744
H -0.6492 0.4288 -3.5201
C 0.3656 0.7858 -0.3497
H -0.3401 1.6221 -0.2686
C 0.1112 -0.1480 0.8388
C 0.3557 0.5937 2.1486
C 1.7720 1.1620 2.1685
N 1.9706 2.0425 1.0297
C 2.1851 3.3484 1.2545
O 2.2582 3.8324 2.3686
C 2.3371 4.2655 0.0249
N 1.0826 4.4217 -0.6483
C -0.0985 4.8803 -0.1766
N -0.9803 4.8053 -1.1400
N -0.3413 4.3055 -2.1884
N 0.8746 4.0708 -1.9206
H -0.2578 5.2357 0.8181
H 3.0648 3.8800 -0.6914
H 2.6762 5.2362 0.3998
C 1.7996 1.3758 -0.2405
H 1.9746 2.0496 -1.0770
H 2.5314 0.5617 -0.2959
H 1.9523 1.7441 3.0730
H 2.5039 0.3491 2.1109
H 0.2248 -0.0812 2.9947
H -0.3597 1.4120 2.2523
H -0.9127 -0.5161 0.7841
H 0.7708 -1.0150 0.7851
H 1.6420 -0.6046 -2.8135
H 1.5652 -1.2690 -1.1722
H -2.3839 -1.5009 -1.8092
H -3.6826 -2.3279 0.0839
*
```

---

Entry 5:
C19H28NO11W | ωB97M-V with the def2-TZVPD basis set

highest occupied orbital energy: -9.852 eV
calculated total energy: -1689.85068 Ha
energy above the lowest of the compared OMol25 structures with the same formula, charge and spin: 220.9 kJ/mol

Structure (ORCA input):
```
! RIJCOSX wB97M-V def2-TZVPD def2/J DEFGRID3
* xyz 1 1
W 0.0957 -0.1198 0.0420
C -2.4228 -0.3268 -2.0336
C -2.7963 0.9659 -1.2925
O -1.7638 1.2378 -0.3511
C -1.8764 2.5411 0.3033
C -0.6684 2.7789 1.1753
O 0.5241 2.4824 0.5065
C 0.9720 3.2217 -0.6209
C 2.2584 2.5517 -0.9767
O 1.9448 1.1654 -1.1152
C 3.0865 0.3218 -0.9521
C 3.1200 -0.2804 0.4388
O 1.9016 -1.0387 0.6486
C 1.7079 -1.5562 1.9744
C 0.5010 -2.4992 1.8951
O -0.5456 -1.9250 1.0711
C -1.4468 -2.8743 0.4538
C -2.4720 -2.0246 -0.2715
O -1.7165 -1.1806 -1.1400
H -1.7326 -0.1334 -2.8534
H -3.3105 -0.8290 -2.4233
H -3.7502 0.8747 -0.7644
H -2.8784 1.7887 -2.0091
H -2.7869 2.5486 0.9079
H -2.0125 3.2444 -0.5266
H -0.3552 1.7883 1.8746
H -0.6505 3.6985 1.7563
H 1.1560 4.2647 -0.3496
H 0.2434 3.1836 -1.4375
H 2.9655 2.6884 -0.1534
H 2.6967 2.9279 -1.9035
H 4.0027 0.8959 -1.1024
H 3.0470 -0.4544 -1.7113
H 3.1867 0.4821 1.2196
H 3.9646 -0.9682 0.5193
H 1.5508 -0.7155 2.6509
H 2.5942 -2.1161 2.2775
H 0.0988 -2.6461 2.8983
H 0.7878 -3.4542 1.4549
H -1.9222 -3.4688 1.2355
H -0.8816 -3.5030 -0.2334
H -3.0468 -1.4213 0.4374
H -3.1441 -2.6463 -0.8665
O -0.4188 0.4924 1.5943
O 1.0573 -3.2122 -1.3226
C 1.0984 -2.2353 -2.0518
O 0.7461 -1.0339 -1.6817
C 1.5913 -2.3125 -3.4639
C 2.0021 -3.5350 -3.9873
C 2.4715 -3.6153 -5.2895
C 2.5393 -2.4760 -6.0790
C 2.1299 -1.2728 -5.5342
C 1.6540 -1.1658 -4.2433
N 2.2042 -0.0470 -6.3566
O 2.6152 -0.1573 -7.4895
O 1.8553 0.9956 -5.8364
H 1.9462 -4.4143 -3.3598
H 2.7883 -4.5662 -5.6946
H 2.9022 -2.5073 -7.0958
H 1.3433 -0.2070 -3.8569
*
```

---

Entry 6:
C19H28NO2P2Ti | ωB97M-V with the def2-TZVPD basis set

highest occupied orbital energy (alpha / beta): -9.271 / -9.289 eV
calculated total energy: -2477.86802 Ha
energy above the lowest of the compared OMol25 structures with the same formula, charge and spin: 213.8 kJ/mol

Structure (ORCA input):
```
! RIJCOSX wB97M-V def2-TZVPD def2/J DEFGRID3
* xyz 1 3
Ti -0.7274 0.4662 0.3433
P -0.5044 -1.6938 1.2935
C -2.0669 -2.4002 0.5847
C -2.6784 -1.6209 -0.5444
N -2.1209 -0.4414 -0.8826
C -2.5141 0.2851 -1.9517
C -3.6899 -0.0674 -2.6038
C -4.3554 -1.2228 -2.1993
C -3.8225 -2.0425 -1.2110
C -1.6521 1.4666 -2.3404
P 0.1254 1.3389 -1.7618
H -4.2817 -2.9793 -0.8925
H -4.0428 0.6017 -3.3899
H -5.3054 -1.4810 -2.6658
H -1.5930 1.5337 -3.4394
H -2.0912 2.4216 -1.9985
H -1.8252 -3.3632 0.2785
H -2.7976 -2.5237 1.3982
H 1.6918 -5.8486 -3.6613
O 1.3652 -5.6908 -2.8105
H 0.4551 -6.0174 -2.8134
H 4.2500 0.0983 0.6708
O 3.1110 -0.9552 -0.2798
H 3.9722 -1.2569 -0.6171
C 0.8984 0.8777 -3.3477
H 0.5501 1.5254 -4.1653
H 1.9849 0.9908 -3.2771
H 0.6802 -0.1561 -3.6261
C 0.7097 3.0621 -1.6679
H 1.8065 3.0332 -1.6881
H 0.3455 3.6521 -2.5206
H 0.3952 3.5209 -0.7255
C -0.9119 -1.5939 3.0833
H -1.1753 -2.5932 3.4696
H -0.0198 -1.2251 3.6134
H -1.7440 -0.8939 3.2496
C 0.5647 -3.1610 1.2999
H 1.6055 -2.8543 1.4325
H 0.3025 -3.8493 2.1153
H 0.4890 -3.7179 0.3596
C 3.1695 0.1175 0.5082
C 2.0322 0.7695 0.8915
C 1.9954 1.8426 1.8921
C 1.3261 1.6292 3.1307
C 1.0179 2.6949 3.9651
C 1.4963 3.9789 3.6441
C 2.2613 4.2097 2.4800
C 2.5638 3.1328 1.6557
H 1.0814 0.5998 3.4358
H 0.4348 2.5197 4.8832
H 1.3296 4.7974 4.3357
H 2.6534 5.2129 2.2527
H 3.2551 3.2706 0.8145
*
```

---

Entry 7:
C19H28NO7SSiV | ωB97M-V with the def2-TZVPD basis set

highest occupied orbital energy (alpha / beta): -3.242 / -4.679 eV
calculated total energy: -2954.05446 Ha
energy above the lowest of the compared OMol25 structures with the same formula, charge and spin: 158.6 kJ/mol

Structure (ORCA input):
```
! RIJCOSX wB97M-V def2-TZVPD def2/J DEFGRID3
* xyz -1 4
V -0.6019 0.3943 -1.2583
C -2.1142 4.1613 0.1224
Si -0.4671 3.1617 0.1796
C 0.6568 3.8667 1.5922
C 0.5156 3.4607 -1.4240
N -0.7272 1.4670 0.3574
C -1.1466 0.8532 1.4743
C -1.5995 1.4745 2.6564
C -2.0000 0.7372 3.7538
C -1.9995 -0.6486 3.7229
C -1.5497 -1.3021 2.5763
C -1.1282 -0.5692 1.4862
O -0.5043 -1.1309 0.3804
C -0.7129 -2.4576 0.1305
C 0.4100 -3.2684 -0.0293
C 0.2727 -4.6185 -0.2912
C -0.9897 -5.1773 -0.3925
C -2.1126 -4.3708 -0.2447
C -1.9838 -3.0204 0.0200
H -1.9461 5.2020 -0.1329
H -2.6539 4.1358 1.0638
H -2.7590 3.7291 -0.6369
H 0.9333 4.8968 1.3912
H 1.5699 3.2817 1.6525
H 0.1846 3.8371 2.5674
H 0.7551 4.5089 -1.5861
H -0.0627 3.1004 -2.2678
H 1.4392 2.8883 -1.4044
H -1.6398 2.5513 2.6958
H -2.3229 1.2534 4.6492
H -2.3349 -1.2185 4.5767
H -1.5261 -2.3835 2.5553
H 1.3855 -2.8163 0.0618
H 1.1540 -5.2351 -0.4136
H -1.1019 -6.2325 -0.5980
H -3.0981 -4.8025 -0.3518
H -2.8529 -2.3852 0.1104
C 2.1648 -0.1117 1.8064
O 2.1504 0.2672 0.4565
C 3.1585 -0.3637 -0.2898
C 3.1691 0.2515 -1.6919
O 1.9753 0.0822 -2.3995
C 1.8006 -1.1973 -2.9788
H 3.1355 0.1334 2.2621
H 1.9826 -1.1859 1.9311
H 1.3737 0.4469 2.3022
H 2.9874 -1.4509 -0.3398
H 4.1410 -0.1933 0.1865
H 4.0198 -0.1676 -2.2566
H 3.2958 1.3338 -1.5810
H 2.6594 -1.4455 -3.6181
H 0.8882 -1.1227 -3.5803
H 1.6561 -1.9813 -2.2292
O -2.9649 0.1193 -3.8308
S -1.6080 -0.1305 -3.3977
O -0.7920 -0.7930 -4.4072
O -0.9451 1.1507 -2.9558
O -1.5908 -0.9672 -2.1349
*
```

---

Entry 8:
C19H29Br27F7O5P2S | ωB97M-V with the def2-TZVPD basis set

highest occupied orbital energy: -4.235 eV
calculated total energy: -72395.79469 Ha

Structure (ORCA input):
```
! RIJCOSX wB97M-V def2-TZVPD def2/J DEFGRID3
* xyz -1 1
C 0.9150 3.0626 -2.1388
C 1.2061 1.5694 -2.0989
O 2.2421 1.1709 -2.9439
C 1.7972 1.0061 -4.2778
C 1.1520 -0.3745 -4.4855
O 0.1819 -0.3962 -5.4800
P -1.4482 0.1073 -5.1739
O -1.7753 -1.0788 -3.9739
P -1.3589 1.6086 -6.8647
C -0.5270 0.6684 -8.1958
C -0.2026 2.9796 -6.4644
C -0.6878 3.8897 -5.3459
S -3.6111 0.8377 -4.9347
O -4.3780 0.3381 -6.0334
O -3.6324 2.2779 -4.9160
C -4.6439 0.2280 -3.4827
F -4.1247 0.2219 -2.2480
F -4.9513 -1.0308 -3.7535
C -5.9970 0.9599 -3.3575
F -6.6594 0.9122 -4.4932
F -6.7253 0.2263 -2.4896
C -5.9386 2.4657 -2.9641
F -7.0723 2.7445 -2.2958
F -4.9314 2.7766 -2.1856
F -5.9477 3.2257 -4.0170
H 1.3992 3.6010 -1.3507
H -0.1502 3.2002 -2.1103
H 1.2165 3.4392 -3.0998
H 1.5344 1.3232 -1.1168
H 0.3136 0.9854 -2.2508
H 2.6679 1.0817 -4.8937
H 1.0965 1.8043 -4.4683
H 0.8733 -0.7824 -3.5210
H 1.9593 -1.0010 -4.8345
H -1.0970 1.0670 -4.1760
H -1.9081 -0.8246 -6.1709
H -1.5819 -1.9326 -4.3684
H -1.0001 -0.2898 -8.2955
H -0.6325 1.1783 -9.1374
H 0.5193 0.4762 -8.0050
H -0.0802 3.5754 -7.3530
H 0.7894 2.6194 -6.2163
H -1.2974 4.6941 -5.6998
H 0.1825 4.3594 -4.9120
H -1.1614 3.3484 -4.5487
C -1.0884 -1.8353 3.0237
Br 0.7862 -1.3919 2.9759
Br -2.0642 -1.0123 1.5890
Br -1.3599 -3.7380 3.0427
H -1.4827 -1.4470 3.9493
C -0.4164 -6.8783 5.5498
Br -1.0992 -7.3043 3.8035
Br 0.7876 -5.3796 5.4930
Br -1.8314 -6.5947 6.8191
H 0.1502 -7.7312 5.8877
C -6.0820 6.3461 -1.2657
Br -4.6104 6.8196 -0.1214
Br -7.7465 6.3268 -0.3029
Br -6.1681 7.4788 -2.8155
H -5.9042 5.3396 -1.6144
C 4.6496 -5.7665 5.5735
Br 5.1415 -7.4913 4.8809
Br 5.3055 -5.5062 7.3623
Br 5.2019 -4.3458 4.4042
H 3.5731 -5.7384 5.6208
C 7.1336 -1.6607 8.4776
Br 5.9655 -1.1863 7.0294
Br 6.1830 -1.8245 10.1424
Br 8.1449 -3.2488 8.0822
H 7.8420 -0.8552 8.5935
C -4.7266 -3.8670 -0.0663
Br -5.1626 -3.7548 1.8106
Br -4.0993 -2.1956 -0.7545
Br -3.4850 -5.2987 -0.4191
H -5.6403 -4.1052 -0.5868
C -5.5305 1.2491 1.8742
Br -6.2827 0.8414 0.1609
Br -5.4607 3.1530 2.1330
Br -6.4497 0.3513 3.3108
H -4.5121 0.8899 1.8782
C 12.0338 -2.8168 7.9929
Br 12.5433 -4.5369 7.3031
Br 12.6930 -2.5439 9.7787
Br 12.5638 -1.3930 6.8156
H 10.9573 -2.8024 8.0455
C 6.6566 2.5167 9.1454
Br 7.4945 3.6446 10.4589
Br 4.7852 2.2807 9.5000
Br 6.9690 3.1491 7.3581
H 7.1174 1.5444 9.2236
*
```